Entry 1:
The following is a quantum chemistry calculation of a molecular structure, C36H36CrN2O3P2S7, from the Open Molecules 2025 dataset.

Atoms and positions in Å:
Cr (-1.497, 0.290, 0.310)
O (0.219, 1.128, 0.940)
P (1.688, 0.832, 0.716)
C (1.930, -0.287, -0.672)
P (0.911, -1.764, -0.597)
O (-0.511, -1.384, -0.232)
C (0.999, -2.475, -2.229)
C (2.135, -2.376, -3.030)
C (2.160, -2.994, -4.271)
C (1.055, -3.707, -4.710)
C (-0.081, -3.803, -3.916)
C (-0.114, -3.188, -2.674)
C (1.554, -2.972, 0.543)
C (0.758, -3.364, 1.615)
C (1.201, -4.381, 2.453)
C (2.423, -4.993, 2.221)
C (3.219, -4.596, 1.151)
C (2.784, -3.590, 0.308)
C (2.577, 2.325, 0.335)
C (2.024, 3.521, 0.790)
C (2.712, 4.709, 0.588)
C (3.937, 4.703, -0.064)
C (4.481, 3.511, -0.528)
C (3.803, 2.320, -0.330)
C (2.384, 0.068, 2.177)
C (1.561, -0.102, 3.287)
C (2.070, -0.691, 4.437)
C (3.390, -1.112, 4.473)
C (4.216, -0.939, 3.367)
C (3.716, -0.347, 2.218)
H (2.990, -0.518, -0.806)
H (1.560, 0.229, -1.562)
H (3.000, -1.811, -2.701)
H (3.038, -2.910, -4.898)
H (1.077, -4.189, -5.679)
H (-0.942, -4.355, -4.267)
H (-1.001, -3.247, -2.053)
H (-0.196, -2.880, 1.789)
H (0.586, -4.691, 3.287)
H (2.761, -5.789, 2.872)
H (4.170, -5.079, 0.972)
H (3.396, -3.297, -0.539)
H (1.058, 3.518, 1.280)
H (2.285, 5.643, 0.930)
H (4.464, 5.633, -0.231)
H (5.424, 3.515, -1.057)
H (4.220, 1.400, -0.724)
H (0.528, 0.222, 3.242)
H (1.432, -0.828, 5.301)
H (3.782, -1.578, 5.368)
H (5.249, -1.261, 3.404)
H (4.372, -0.199, 1.367)
C (-5.742, -4.042, 0.332)
C (-4.817, -2.876, 0.175)
C (-4.696, -2.216, -1.061)
C (-3.825, -1.166, -1.131)
N (-3.142, -0.783, -0.044)
C (-3.266, -1.487, 1.107)
S (-2.205, -0.917, 2.344)
N (-4.105, -2.520, 1.240)
H (-6.688, -3.868, -0.181)
H (-5.918, -4.241, 1.386)
H (-5.285, -4.929, -0.115)
H (-5.269, -2.523, -1.924)
H (-3.659, -0.595, -2.039)
C (-2.705, 5.767, -1.630)
S (-2.125, 4.335, -0.682)
C (-0.707, 3.867, -1.606)
C (-0.443, 2.624, -2.047)
S (-1.402, 1.162, -1.934)
S (1.049, 2.473, -2.953)
C (1.618, 4.100, -2.822)
S (3.016, 4.637, -3.472)
S (0.506, 5.086, -1.937)
H (-3.556, 6.159, -1.074)
H (-3.026, 5.467, -2.625)
H (-1.949, 6.545, -1.695)
C (-4.861, 2.328, -0.107)
S (-3.951, 1.912, 1.376)
C (-4.052, 3.467, 2.215)
O (-2.474, 1.891, 0.954)
H (-5.672, 3.013, 0.139)
H (-5.263, 1.408, -0.526)
H (-4.141, 2.789, -0.788)
H (-5.094, 3.639, 2.482)
H (-3.662, 4.247, 1.561)
H (-3.444, 3.377, 3.114)

Properties
Energy above the lowest of the compared OMol25 structures with the same formula, charge and spin: 0.1152 eV
E_tot: -169885.7135 eV
Largest force on an atom: 0.0157 hartree/bohr
Multiplicity: 4
<S²>: 3.792
Net charge: +1

Need the Löwdin charges? In units of e they are:
1 Cr 0.429
2 O -0.410
3 P 0.795
4 C -0.289
5 P 0.790
6 O -0.437
7 C -0.273
8 C -0.077
9 C -0.061
10 C -0.059
11 C -0.058
12 C -0.054
13 C -0.272
14 C -0.055
15 C -0.054
16 C -0.060
17 C -0.066
18 C -0.071
19 C -0.284
20 C -0.073
21 C -0.085
22 C -0.078
23 C -0.088
24 C -0.081
25 C -0.268
26 C -0.058
27 C -0.055
28 C -0.060
29 C -0.062
30 C -0.071
31 H 0.078
32 H 0.035
33 H 0.103
34 H 0.113
35 H 0.113
36 H 0.111
37 H 0.110
38 H 0.069
39 H 0.113
40 H 0.111
41 H 0.111
42 H 0.107
43 H 0.116
44 H 0.114
45 H 0.116
46 H 0.115
47 H 0.103
48 H 0.093
49 H 0.113
50 H 0.112
51 H 0.111
52 H 0.107
53 C -0.020
54 C -0.298
55 C 0.000
56 C -0.104
57 N -0.117
58 C -0.784
59 S 0.712
60 N 0.137
61 H 0.086
62 H 0.085
63 H 0.094
64 H 0.119
65 H 0.106
66 C -0.360
67 S 0.865
68 C -0.943
69 C -1.060
70 S 0.624
71 S 0.904
72 C -1.468
73 S 0.598
74 S 0.930
75 H 0.037
76 H 0.050
77 H 0.023
78 C -0.228
79 S 0.915
80 C -0.231
81 O -0.698
82 H 0.069
83 H 0.049
84 H 0.009
85 H 0.071
86 H 0.031
87 H 0.071

=====

Entry 2:
The following is a quantum chemistry calculation of 12 unconnected molecules or ions with the total composition C36H36F12O36 in a non-equilibrium geometry, from the Open Molecules 2025 dataset.

Atoms and positions in Å:
O (-0.212, -0.576, 6.308)
C (0.383, -1.268, 5.564)
O (1.162, -0.774, 4.560)
C (1.825, -1.831, 3.891)
C (1.429, -3.084, 4.636)
F (2.456, -3.646, 5.290)
O (0.383, -2.597, 5.592)
H (1.576, -1.954, 2.891)
H (2.935, -1.862, 4.033)
H (1.011, -3.856, 4.000)
O (-0.296, 6.672, -0.772)
C (-0.664, 5.788, -0.045)
O (0.039, 4.781, 0.457)
C (-0.785, 3.966, 1.338)
C (-2.027, 4.794, 1.441)
F (-2.153, 5.346, 2.734)
O (-1.965, 5.821, 0.476)
H (-1.067, 3.011, 0.958)
H (-0.278, 3.863, 2.267)
H (-2.933, 4.202, 1.321)
O (4.786, -1.478, -1.473)
C (4.780, -0.332, -1.596)
O (3.922, 0.505, -1.044)
C (4.178, 1.777, -1.675)
C (5.545, 1.725, -2.183)
F (6.479, 2.318, -1.359)
O (5.803, 0.357, -2.283)
H (3.441, 1.875, -2.470)
H (4.024, 2.622, -0.974)
H (5.732, 2.220, -3.133)
O (-1.681, 1.728, 3.156)
C (-1.222, 2.010, 4.230)
O (-0.039, 2.542, 4.349)
C (0.276, 2.527, 5.763)
C (-1.039, 2.136, 6.428)
F (-1.574, 3.227, 7.007)
O (-1.870, 1.789, 5.366)
H (1.063, 1.867, 6.006)
H (0.600, 3.496, 6.136)
H (-1.158, 1.313, 7.161)
O (-2.741, 1.955, -0.234)
C (-2.922, 1.186, -1.137)
O (-2.220, 1.203, -2.267)
C (-2.854, 0.255, -3.195)
C (-3.670, -0.603, -2.325)
F (-3.015, -1.781, -1.981)
O (-3.841, 0.215, -1.118)
H (-3.476, 0.888, -3.848)
H (-2.069, -0.175, -3.788)
H (-4.642, -0.877, -2.691)
O (2.004, 5.123, 4.356)
C (2.360, 5.275, 3.233)
O (2.808, 6.368, 2.666)
C (2.981, 6.190, 1.319)
C (2.964, 4.699, 1.176)
F (4.253, 4.176, 1.099)
O (2.467, 4.236, 2.348)
H (2.180, 6.632, 0.676)
H (3.921, 6.628, 0.944)
H (2.405, 4.266, 0.319)
O (-1.383, -3.484, 1.994)
C (-2.216, -4.101, 1.391)
O (-2.366, -4.055, 0.033)
C (-3.755, -4.413, -0.198)
C (-4.201, -5.076, 1.107)
F (-4.203, -6.438, 1.034)
O (-3.201, -4.799, 2.064)
H (-4.349, -3.543, -0.392)
H (-3.731, -5.015, -1.084)
H (-5.169, -4.739, 1.476)
O (3.658, 2.205, -4.884)
C (2.851, 1.366, -5.087)
O (1.769, 1.517, -5.821)
C (0.947, 0.313, -5.644)
C (1.906, -0.616, -4.935)
F (2.448, -1.606, -5.766)
O (2.947, 0.162, -4.554)
H (0.037, 0.603, -5.026)
H (0.698, -0.013, -6.641)
H (1.531, -1.113, -4.088)
O (1.303, 1.264, -2.174)
C (1.032, 0.754, -1.108)
O (1.175, 1.449, 0.050)
C (0.658, 0.580, 1.080)
C (-0.071, -0.647, 0.330)
F (-1.415, -0.520, 0.420)
O (0.398, -0.398, -0.996)
H (1.375, 0.088, 1.725)
H (-0.085, 1.125, 1.602)
H (0.234, -1.607, 0.767)
O (-1.972, -1.609, -6.611)
C (-1.661, -2.429, -5.885)
O (-0.872, -2.195, -4.790)
C (-0.659, -3.499, -4.131)
C (-1.465, -4.475, -4.983)
F (-2.623, -4.815, -4.266)
O (-1.926, -3.706, -6.072)
H (0.363, -3.800, -4.086)
H (-1.141, -3.406, -3.117)
H (-0.928, -5.397, -5.068)
O (2.204, -2.495, 0.550)
C (2.686, -2.946, -0.459)
O (3.623, -3.923, -0.423)
C (4.048, -4.246, -1.729)
C (3.163, -3.487, -2.597)
F (2.298, -4.349, -3.238)
O (2.391, -2.702, -1.735)
H (5.113, -3.977, -1.774)
H (4.007, -5.326, -1.880)
H (3.555, -2.808, -3.317)
O (-6.062, -1.628, -0.173)
C (-5.614, -1.088, 0.757)
O (-5.806, 0.153, 1.158)
C (-4.770, 0.497, 2.108)
C (-4.317, -0.862, 2.592)
F (-5.135, -1.155, 3.706)
O (-4.580, -1.655, 1.471)
H (-3.968, 1.113, 1.634)
H (-5.249, 1.127, 2.828)
H (-3.287, -1.028, 2.953)

Properties
Energy above the lowest of the compared OMol25 structures with the same formula, charge and spin: 0.0000 eV
E_tot: -144238.3011 eV
SMILES string: O=C1OC[C@@H](F)O1.O=C1OC[C@@H](F)O1.O=C1OC[C@@H](F)O1.O=C1OC[C@@H](F)O1.O=C1OC[C@@H](F)O1.O=C1OC[C@@H](F)O1.O=C1OC[C@@H](F)O1.O=C1OC[C@@H](F)O1.O=C1OC[C@@H](F)O1.O=C1OC[C@@H](F)O1.O=C1OC[C@@H](F)O1.O=C1OC[C@@H](F)O1
Largest force on an atom: 0.1056 hartree/bohr
Net charge: 0

Atomic partial charges in e from the Löwdin method, atoms 1 to 99:
1 O 0.181
2 C -0.557
3 O 0.077
4 C -0.062
5 C -0.245
6 F 0.085
7 O 0.157
8 H 0.080
9 H 0.166
10 H 0.164
11 O 0.156
12 C -0.513
13 O 0.075
14 C -0.030
15 C -0.271
16 F 0.025
17 O 0.136
18 H 0.088
19 H 0.113
20 H 0.158
21 O 0.219
22 C -0.520
23 O 0.115
24 C -0.052
25 C -0.320
26 F 0.049
27 O 0.144
28 H 0.105
29 H 0.149
30 H 0.166
31 O 0.131
32 C -0.598
33 O 0.110
34 C -0.007
35 C -0.317
36 F 0.073
37 O 0.163
38 H 0.119
39 H 0.138
40 H 0.165
41 O 0.148
42 C -0.580
43 O 0.096
44 C -0.008
45 C -0.215
46 F 0.054
47 O 0.130
48 H 0.159
49 H 0.118
50 H 0.169
51 O 0.184
52 C -0.539
53 O 0.130
54 C -0.079
55 C -0.332
56 F 0.032
57 O 0.137
58 H 0.148
59 H 0.157
60 H 0.163
61 O 0.142
62 C -0.512
63 O 0.063
64 C -0.031
65 C -0.286
66 F 0.059
67 O 0.132
68 H 0.099
69 H 0.135
70 H 0.170
71 O 0.179
72 C -0.617
73 O 0.112
74 C 0.005
75 C -0.313
76 F 0.041
77 O 0.152
78 H 0.157
79 H 0.138
80 H 0.136
81 O 0.138
82 C -0.551
83 O 0.085
84 C 0.005
85 C -0.228
86 F 0.080
87 O 0.139
88 H 0.122
89 H 0.086
90 H 0.130
91 O 0.229
92 C -0.628
93 O 0.033
94 C -0.009
95 C -0.234
96 F 0.019
97 O 0.174
98 H 0.099
99 H 0.153